(1)
Molecular formula: C2H12NO4
Method: DFT, ωB97M-V/def2-TZVPD

The geometry in XYZ format:
```
19
C2H12NO4 | OMol25 | ωB97M-V/def2-TZVPD
H -0.156 0.586 -0.966
H 1.157 -0.327 -1.057
H 2.095 0.392 2.333
N 0.326 -0.332 -0.572
H -0.157 -2.746 1.208
O -0.118 -2.638 0.254
H -0.349 -1.092 -0.864
H 0.061 2.886 -0.053
C 1.721 0.538 1.309
H -0.628 0.347 1.199
O -0.760 2.534 -0.101
O -2.602 -0.654 -1.660
H 0.540 -1.061 1.551
H -3.030 0.075 -2.113
H -3.028 -1.425 -1.972
C 0.387 -0.091 0.930
O 2.296 1.058 0.419
H -1.562 3.076 0.096
H -0.401 -3.475 -0.098
```

Calculated values
**E_HOMO**: -0.5297 Ha
**Total charge**: +1
**Kohn-Sham gap**: 11.41 eV
**Energy relative to the best compared isomer or geometry (same formula, charge and spin)**: 32.9 kcal/mol

Mulliken population analysis, charges in e, atoms 1 to 8:
1. H 0.354
2. H 0.312
3. H 0.383
4. N -0.315
5. H 0.284
6. O -0.589
7. H 0.389
8. H 0.286


(2)
Molecular formula: C8H16N2O
Method: DFT, ωB97M-V/def2-TZVPD

The geometry in XYZ format:
```
27
C8H16N2O | OMol25 | ωB97M-V/def2-TZVPD
H 2.474 -2.802 -0.792
C 2.415 -0.804 0.036
H 1.537 3.655 -0.593
O -2.960 -1.194 -1.658
H -4.384 -0.438 -0.387
C 2.066 -1.827 -1.048
H 3.505 -0.797 0.171
H -0.826 -0.226 -0.724
N -1.175 0.206 0.134
H -4.063 0.742 1.453
H 0.967 2.982 -2.131
H 2.471 -1.523 -2.013
N -2.473 0.134 0.225
H -2.516 0.405 2.284
C -3.326 -0.480 -0.555
H 0.986 -1.917 -1.144
H 0.674 -0.930 1.299
C -2.982 0.831 1.397
C 1.737 -1.157 1.365
C 0.944 2.861 -1.048
H 2.161 -0.566 2.175
H -1.994 -1.274 -1.671
H -0.085 2.947 -0.702
C 1.472 1.565 -0.675
C 1.979 0.523 -0.372
H -2.690 1.879 1.335
H 1.870 -2.213 1.594
```

Calculated values
**E_HOMO**: -0.2740 Ha
**Total charge**: 0
**Kohn-Sham gap**: 8.18 eV
**Energy relative to the best compared isomer or geometry (same formula, charge and spin)**: 101.4 kcal/mol

Mulliken population analysis, charges in e, atoms 1 to 8:
1. H 0.395
2. C 0.343
3. H 0.302
4. O -0.487
5. H 0.227
6. C -1.234
7. H 0.330
8. H 0.083


(3)
Molecular formula: C4H2BrNO2
Method: DFT, ωB97M-V/def2-TZVPD

The geometry in XYZ format:
```
10
C4H2BrNO2 | OMol25 | ωB97M-V/def2-TZVPD
O 1.748 -0.489 -0.572
N 0.466 0.270 1.127
C -0.468 0.222 0.244
O -2.378 0.988 1.351
Br 0.183 -0.526 -2.882
C -1.900 0.445 0.388
H 2.561 -0.442 1.255
C 1.634 -0.173 0.742
C 0.547 -0.334 -1.124
H -2.392 0.041 -0.529
```

Calculated values
**E_HOMO (alpha / beta)**: -0.3144 / -0.3144 Ha
**SMILES**: O=Cc1ncoc1Br
**Total charge**: 0
**Kohn-Sham gap (alpha / beta)**: 7.99 / 7.99 eV
**Energy relative to the best compared isomer or geometry (same formula, charge and spin)**: 33.7 kcal/mol

Mulliken population analysis, charges in e, atoms 1 to 8:
1. O -0.258
2. N -0.486
3. C 0.488
4. O -0.463
5. Br -0.032
6. C -0.004
7. H 0.387
8. C -0.025


(4)
Molecular formula: C48H43Cl5N2OPmSTe
Method: DFT, ωB97M-V/def2-TZVPD

The geometry in XYZ format:
```
102
C48H43Cl5N2OPmSTe | OMol25 | ωB97M-V/def2-TZVPD
C -1.960 -2.043 -3.276
C 4.035 -1.899 -2.300
C 2.972 2.870 -1.847
H -8.473 -1.894 2.259
H 6.077 -4.672 -4.367
H 3.246 -4.278 -1.115
H -0.207 -3.431 4.953
C 5.075 -4.887 -3.987
H 2.680 -4.292 -2.799
H -2.856 4.832 -0.167
C -1.290 3.987 2.692
Cl -2.409 -3.684 -2.989
C 0.577 -2.776 4.591
H -4.979 -0.531 -1.551
H -0.832 4.437 3.569
C -6.716 -0.646 2.162
H 0.415 1.921 3.699
Cl -3.884 -1.963 -5.166
C -2.424 4.207 0.610
C 1.356 -0.640 1.541
C 1.725 2.708 -1.213
C -2.605 -1.278 -4.239
H -4.125 0.492 4.959
N 3.303 0.443 -2.030
H 0.028 3.841 -0.537
H -3.934 1.629 -0.575
H 6.901 -4.679 -1.913
H 4.445 4.208 -2.704
C 5.046 -2.770 -2.650
C -4.853 -0.742 0.598
H 0.872 6.024 -1.220
H 4.956 -5.974 -3.948
H 3.574 -1.492 5.515
C 3.451 -4.663 -2.118
H -2.790 6.740 1.792
C -1.185 0.583 -3.670
C 1.478 5.139 -1.389
H 3.071 -2.259 -1.970
Cl -0.730 2.249 -3.930
C 4.854 -4.286 -2.591
H 5.751 -5.978 -1.570
H -6.865 -1.290 0.123
H 3.110 6.232 -2.280
C 6.511 -0.872 -3.119
C 1.006 3.889 -1.012
H -4.592 -2.161 -1.012
Cl -0.171 -2.360 -1.249
H -8.804 -0.220 1.828
C -6.202 -0.919 0.903
H 1.780 -2.974 6.361
C 2.595 -1.115 3.644
H -0.901 0.773 3.743
C -1.894 2.019 1.462
C -2.459 2.829 0.452
C 1.693 -2.522 5.379
C -1.837 4.806 1.720
C 6.281 -2.232 -3.063
C -1.305 2.593 2.597
H -2.711 -0.134 4.113
C -4.000 -0.250 1.597
C -4.409 -1.101 -0.811
H 5.725 -4.490 -0.604
C 5.475 -0.012 -2.755
H -1.205 6.743 1.024
Te -1.875 -0.080 1.153
H 7.473 -0.485 -3.438
C -4.490 0.010 2.887
C -0.673 1.833 3.745
C -0.520 -0.138 -2.692
H -6.223 0.021 4.140
Pm 1.086 0.348 -0.862
C -3.080 2.267 -0.808
S 5.418 1.720 -2.691
H -3.424 3.071 -1.459
C -5.842 -0.185 3.143
H 3.365 -5.752 -2.081
C -8.181 -0.860 2.457
C -3.595 0.498 4.006
C -2.218 0.051 -4.438
H -1.329 6.616 2.782
H -3.356 -0.909 -0.992
O 2.274 -0.888 0.658
C -0.956 -1.431 -2.542
H 3.381 -0.474 3.261
H -1.005 2.255 4.696
C 3.765 1.656 -2.146
Cl -3.027 1.010 -5.618
C 5.873 -4.891 -1.611
H -8.411 -0.636 3.499
C 0.462 -2.185 3.339
C -1.787 6.309 1.841
C 2.728 5.261 -1.991
H 4.349 -4.488 -4.701
N 0.398 0.234 1.300
C 1.469 -1.353 2.863
H 7.086 -2.900 -3.343
H -2.365 1.669 -1.377
C 2.701 -1.691 4.904
H -0.411 -2.381 2.729
C 3.477 4.120 -2.220
H -3.250 1.518 3.816
C 4.251 -0.523 -2.356
```

Calculated values
**Expectation value of S²**: 8.763
**E_HOMO (alpha / beta)**: -0.2995 / -0.3055 Ha
**2S+1**: 6
**Total charge**: 0
**Kohn-Sham gap (alpha / beta)**: 8.25 / 6.29 eV

Mulliken population analysis, charges in e, atoms 1 to 8:
1. C -0.706
2. C 0.186
3. C 1.008
4. H 0.352
5. H 0.330
6. H 0.382
7. H 0.421
8. C -1.667


(5)
Molecular formula: C3H12O2S
Method: DFT, ωB97M-V/def2-TZVPD

The geometry in XYZ format:
```
18
C3H12O2S | OMol25 | ωB97M-V/def2-TZVPD
H 0.678 -1.315 1.648
O -2.374 -0.949 1.239
H -2.236 -0.177 0.673
H 0.229 -0.887 -1.329
H 0.108 0.141 0.955
H 3.063 1.894 -0.594
H -3.081 -1.448 0.826
H -0.556 -2.081 -0.384
H 1.271 1.936 -0.249
S 2.417 -0.039 0.600
C 2.131 1.338 -0.536
C 0.391 -1.561 -0.477
H -1.564 1.431 -0.883
H 1.184 -2.248 -0.759
O -2.264 1.484 -0.246
C 0.751 -0.713 0.738
H 1.957 0.953 -1.547
H -2.105 2.240 0.326
```

Calculated values
**Expectation value of S²**: 0.753
**E_HOMO (alpha / beta)**: -0.5263 / -0.5261 Ha
**2S+1**: 2
**Total charge**: +1
**Kohn-Sham gap (alpha / beta)**: 10.88 / 5.89 eV
**Energy relative to the best compared isomer or geometry (same formula, charge and spin)**: 0.3 kcal/mol

Mulliken population analysis, charges in e, atoms 1 to 8:
1. H 0.364
2. O -0.626
3. H 0.348
4. H 0.330
5. H 0.188
6. H 0.350
7. H 0.329
8. H 0.314


(6)
Molecular formula: C7H11N
Method: DFT, ωB97M-V/def2-TZVPD

The geometry in XYZ format:
```
19
C7H11N | OMol25 | ωB97M-V/def2-TZVPD
C 0.122 0.728 0.174
H 2.125 -2.097 -1.445
C 0.203 -1.678 -0.699
H -0.291 -2.908 -0.705
C -1.302 0.460 0.713
H -3.762 1.179 0.444
H -2.347 2.339 0.171
H -0.135 -1.193 1.337
H -1.471 0.323 1.847
H 2.958 -0.525 0.180
C 1.395 -1.285 -1.022
N 1.504 0.915 0.394
H 1.540 0.713 1.495
H -2.671 1.003 -1.003
C -0.333 -0.783 0.398
H -0.378 0.967 -0.742
H 3.072 0.655 -1.145
C 2.329 -0.066 -0.415
C -2.559 1.251 0.021
```

Calculated values
**E_HOMO**: -0.2897 Ha
**SMILES**: C[C@H]1[C@H]2C=CCN[C@H]12
**Total charge**: 0
**Kohn-Sham gap**: 8.94 eV
**Energy relative to the best compared isomer or geometry (same formula, charge and spin)**: 178.2 kcal/mol

Mulliken population analysis, charges in e, atoms 1 to 8:
1. C -0.254
2. H 0.227
3. C -0.523
4. H 0.194
5. C -0.131
6. H 0.270
7. H 0.303
8. H 0.372


| no. | electronic energy (eV) |
| --- | --- |
| 1 | -11941.1901 |
| 2 | -13579.1430 |
| 3 | -79804.2098 |
| 4 | -152797.5356 |
| 5 | -18227.3242 |
| 6 | -8920.0018 |